Entry 1:
Density functional theory data (ωB97M-V/def2-TZVPD) for C3H5N3 in the gas phase.

Geometry as ORCA input:
```
! RIJCOSX wB97M-V def2-TZVPD def2/J DEFGRID3
* xyz 0 1
N -2.02 -0.53 0.14
C -0.68 -0.17 -0.01
N 0.21 -1.30 0.20
N 1.41 -1.04 0.10
C 1.07 1.57 -0.11
C -0.11 1.00 -0.19
H -2.68 0.15 -0.18
H -2.24 -1.46 -0.19
H 1.93 -1.90 0.32
H 1.69 1.82 -0.97
H 1.48 1.81 0.87
*
```

Summary:
SMILES	[H]/N=N/C(N)=C=C
lowest unoccupied orbital energy	0.5	eV
strongest force on any atom	0.63	eV/A
energy above the lowest of the compared OMol25 structures with the same formula, charge and spin	3.768	eV
total energy	-281.4516	Ha

Results of the Löwdin charge analysis, in e, for atoms 1 through 2: N 0.0725; C -0.4256

---

Entry 2:
Density functional theory data (ωB97M-V/def2-TZVPD) for a gas-phase ion, C8H18N3O (charge +1).

Geometry as ORCA input:
```
! RIJCOSX wB97M-V def2-TZVPD def2/J DEFGRID3
* xyz 1 1
C 1.81 -2.10 -0.40
C 1.05 -2.06 -1.78
C 0.07 -0.87 0.43
C 0.92 2.24 -1.32
C -1.58 0.87 2.59
C 1.20 1.24 -0.13
C -0.20 1.08 1.83
C -0.10 0.67 0.40
N 1.26 -1.45 0.55
N -0.23 -1.35 -1.70
N -1.35 -2.20 -1.63
O -0.87 -1.64 1.07
H 2.71 -2.58 -0.36
H 1.72 -1.44 -2.43
H 0.89 -2.97 -2.27
H 0.63 3.11 -0.78
H 1.83 2.35 -1.89
H 0.15 1.79 -1.88
H -2.25 1.52 2.00
H -1.38 1.00 3.59
H -1.86 -0.11 2.44
H 1.80 1.62 0.73
H 1.71 0.41 -0.50
H 0.42 0.41 2.43
H 0.24 2.15 2.05
H -0.97 1.03 -0.08
H -1.42 -2.83 -2.42
H -2.09 -1.50 -1.76
H -1.32 -2.57 -0.61
H -0.52 -2.40 1.61
*
```

Summary:
lowest unoccupied orbital energy	-3.3	eV
strongest force on any atom	5.34	eV/A
energy above the lowest of the compared OMol25 structures with the same formula, charge and spin	2.409	eV
total energy	-554.7305	Ha

Results of the Löwdin charge analysis, in e, for atoms 1 through 2: C 0.0129; C -0.1600

---

Entry 3:
Density functional theory data (ωB97M-V/def2-TZVPD) for a molecular structure, C4H17CoNOP.

Geometry as ORCA input:
```
! RIJCOSX wB97M-V def2-TZVPD def2/J DEFGRID3
* xyz -1 4
C 1.27 -3.36 -2.09
Co 2.00 1.18 -0.14
N 2.00 2.41 -1.81
H 3.05 0.06 -0.31
H 1.13 2.15 -2.26
H 2.12 -3.11 -2.71
H 0.71 -4.20 -2.54
H 0.65 -2.45 -2.00
H 1.62 -3.60 -1.08
H 1.98 3.43 -1.69
H 2.75 2.19 -2.44
C -1.16 0.93 2.96
P -0.92 0.46 1.25
C -1.29 -1.26 1.02
C -2.03 1.41 0.20
O 0.51 0.78 0.88
H -0.88 0.09 3.61
H -2.21 1.20 3.12
H -0.51 1.78 3.22
H -2.17 -1.55 1.59
H -1.47 -1.46 -0.03
H -0.44 -1.86 1.34
H -1.52 2.31 -0.16
H -2.29 0.79 -0.67
H -2.92 1.68 0.76
*
```

Summary:
lowest unoccupied orbital energy (spin up / spin down)	3.4 / 3.4	eV
strongest force on any atom	1.98	eV/A
energy above the lowest of the compared OMol25 structures with the same formula, charge and spin	0.000	eV
<S²>	3.791
total energy	-2016.6217	Ha

Results of the Löwdin charge analysis, in e, for atoms 1 through 2: C -0.0769; Co -0.0140

---

Question: Which value of strongest force on any atom does entry 2 give?
Answer: 5.34 eV/A